[1]
{"formula": "C24H36AsCsF6N4O4S2", "method": "wB97M-V/def2-TZVPD", "symbols": ["Cs", "As", "F", "F", "F", "F", "F", "F", "C", "C", "C", "S", "O", "O", "C", "H", "H", "H", "H", "H", "H", "H", "H", "C", "C", "C", "S", "O", "O", "C", "H", "H", "H", "H", "H", "H", "H", "H", "N", "C", "C", "C", "C", "H", "H", "H", "H", "H", "N", "C", "C", "C", "C", "H", "H", "H", "H", "H", "N", "C", "C", "C", "C", "H", "H", "H", "H", "H", "N", "C", "C", "C", "C", "H", "H", "H", "H", "H"], "xyz": [[-1.417054, 3.394569, -2.283362], [0.759375, 0.020287, -1.769203], [0.826860, 1.436965, -0.687692], [2.489386, 0.266136, -1.905726], [0.751438, -1.225245, -2.982370], [-0.930549, -0.216716, -1.468987], [0.424969, 1.194427, -3.067273], [1.115761, -1.083820, -0.472161], [5.348677, 1.672021, 1.380857], [4.676629, 0.630748, 0.486593], [4.328011, -0.552146, 1.395814], [4.255039, 0.013155, 3.114905], [5.310430, -0.614032, 3.875420], [2.904979, 0.014272, 3.662586], [4.683433, 1.753154, 2.748755], [5.572614, 2.629518, 0.914203], [6.331179, 1.198077, 1.526059], [5.305893, 0.339558, -0.352272], [3.745781, 0.952357, 0.019567], [4.916252, -1.464902, 1.317408], [3.309650, -0.902001, 1.200694], [5.186028, 2.178593, 3.611071], [3.729841, 2.271178, 2.618280], [-0.818657, 0.071261, 2.123365], [-2.126945, -0.562830, 1.712039], [-3.163753, -0.490053, 2.802153], [-2.120231, -0.837201, 4.338549], [-1.911100, -2.258985, 4.532285], [-2.681960, 0.050609, 5.347991], [-0.547162, -0.142873, 3.608759], [-0.999594, 1.149306, 2.012351], [0.042856, -0.144207, 1.498586], [-2.010612, -1.634524, 1.520960], [-2.437103, -0.207957, 0.723731], [-3.974395, -1.207672, 2.735339], [-3.524787, 0.527292, 2.954164], [0.229602, -0.867228, 3.848002], [-0.331984, 0.755846, 4.182114], [1.240386, -4.558137, 3.012066], [0.098030, -4.998401, 3.636883], [-0.951048, -4.673207, 2.849794], [-0.463940, -4.106014, 1.636223], [0.885225, -3.949229, 1.838523], [2.208104, -4.662498, 3.247013], [0.132780, -5.552974, 4.558221], [-1.977665, -4.944665, 3.048843], [-0.997120, -3.737529, 0.778360], [1.573100, -3.580334, 1.094420], [-0.117061, 0.118499, -5.656942], [-0.045801, 1.350559, -6.256581], [-1.055501, 1.506742, -7.148442], [-1.910649, 0.330523, -7.068434], [-1.280922, -0.431177, -6.100559], [0.459376, -0.228093, -4.915759], [0.813658, 1.978283, -6.070412], [-1.094705, 2.323280, -7.853574], [-2.794485, 0.004279, -7.581346], [-1.603292, -1.387931, -5.708106], [1.450488, 5.745512, 0.319541], [0.852782, 6.360947, 1.389418], [0.034578, 5.448450, 2.029567], [0.308178, 4.194108, 1.402621], [1.183667, 4.392896, 0.388193], [2.159893, 6.141395, -0.267697], [1.045409, 7.414358, 1.520049], [-0.594893, 5.693173, 2.866132], [-0.014565, 3.250143, 1.816384], [1.621392, 3.669257, -0.280924], [-4.453291, -2.292673, -1.892456], [-3.766429, -1.623969, -2.887125], [-4.621244, -1.598277, -3.955631], [-5.733607, -2.414469, -3.675506], [-5.638518, -2.779546, -2.349660], [-4.149386, -2.267553, -0.935222], [-2.825605, -1.135937, -2.709148], [-4.423126, -1.127446, -4.907869], [-6.550484, -2.616341, -4.348699], [-6.252500, -3.362904, -1.685751]], "atomic_forces_ev_per_a": [[0.2, -0.3, 0.1], [1.7, 0.1, 0.6], [-0.8, -0.5, -0.2], [-0.6, -0.1, -0.7], [0.0, 0.3, 0.3], [-0.1, 0.5, -0.2], [-0.1, -0.2, 0.4], [-0.3, 0.3, -0.3], [1.9, -0.6, 0.3], [-0.9, 0.0, 0.1], [-1.2, -0.8, -0.1], [-0.2, 1.0, 0.4], [-0.1, 0.0, -0.2], [0.7, -0.4, -0.6], [-1.2, -0.5, -0.8], [-0.4, 0.1, 0.0], [0.2, 0.4, 0.2], [0.2, -0.1, 0.2], [0.0, 0.3, 0.2], [0.6, 0.4, 0.2], [0.0, 0.2, -0.1], [0.5, -0.1, -0.2], [-0.1, -0.1, 0.3], [-0.1, 1.5, 0.6], [-0.3, -1.9, -1.3], [1.2, 0.4, 1.0], [-0.3, 1.0, -1.4], [-0.5, 0.8, 0.2], [0.6, -0.9, 0.0], [-0.6, -0.7, 0.9], [0.2, 0.0, -0.1], [-0.1, -0.4, 0.0], [0.5, -0.1, 0.1], [-0.2, 0.4, 0.3], [0.0, -0.1, 0.0], [-0.2, -0.1, 0.2], [-0.1, -0.1, -0.2], [-0.1, 0.1, -0.2], [0.0, 0.7, -0.7], [0.8, -0.2, 0.4], [-1.2, -0.7, -0.9], [0.5, 0.7, 1.1], [-0.2, -0.6, -1.1], [-0.1, -0.2, 0.6], [0.0, 0.2, 0.1], [0.1, 0.1, 0.1], [-0.2, 0.0, 0.0], [0.4, 0.0, 0.4], [-1.4, 1.0, -0.8], [1.5, 0.1, 0.3], [-1.0, -0.4, -0.6], [2.0, 0.4, 1.4], [-0.7, -1.5, -0.1], [0.0, -0.1, 0.2], [-0.1, 0.0, -0.1], [-0.3, 0.0, 0.1], [-0.1, 0.3, -0.2], [0.1, 0.1, -0.1], [0.3, -0.8, 0.6], [-0.6, 0.3, -0.5], [1.3, 0.7, -0.5], [-0.8, -0.2, 1.2], [0.1, 0.2, -0.8], [0.0, 0.1, 0.0], [-0.3, 0.0, 0.2], [0.0, -0.3, 0.1], [-0.1, -0.1, -0.4], [0.1, 0.1, 0.0], [1.1, 0.3, 0.2], [-1.3, 0.4, 0.5], [0.8, -0.3, -1.1], [-0.7, 0.3, 0.6], [0.2, 0.0, -0.3], [-0.1, -0.4, 0.0], [0.1, -0.1, 0.1], [0.1, -0.1, 0.0], [0.0, -0.1, 0.1], [-0.2, 0.0, -0.2]], "mulliken_charge": [1.0094, 2.0265, -0.5722, -0.5290, -0.5115, -0.4295, -0.5834, -0.4484, -0.7104, -0.1348, -0.1963, 0.9693, -0.6686, -0.5268, -0.6254, 0.3931, 0.3169, 0.3735, -0.2484, 0.3971, -0.0368, 0.4586, 0.2090, 0.7703, -0.2320, -1.0419, 1.0198, -0.5110, -0.6956, -0.6849, -0.3463, -0.1257, -0.1522, 0.3937, 0.4930, 0.3817, 0.3325, 0.3922, 0.0084, -0.7520, -0.3609, -0.2705, -0.7423, 0.1997, 0.4195, 0.3911, 0.6411, 0.4775, 0.0088, -0.5736, -0.5421, -0.4984, -0.3821, 0.2465, 0.4325, 0.4208, 0.4278, 0.4560, -0.0186, -0.3292, -1.0759, 0.5114, -1.0746, 0.2185, 0.4001, 0.4283, 0.3949, 0.6020, 0.1222, -0.7235, -0.2627, -0.6664, -0.4067, 0.1799, 0.5379, 0.4552, 0.3876, 0.3862], "lumo_energy_ev": -1.098, "charge": 0, "total_energy_ev": -138986.488}

---

[2]
{"formula": "C24H36AuP2Si", "method": "wB97M-V/def2-TZVPD", "symbols": ["C", "C", "C", "H", "C", "C", "H", "H", "H", "H", "Au", "C", "H", "H", "H", "Si", "C", "C", "H", "C", "H", "C", "H", "C", "H", "C", "H", "C", "C", "H", "C", "H", "C", "H", "C", "H", "C", "H", "H", "H", "C", "P", "C", "C", "C", "P", "C", "C", "H", "H", "H", "H", "H", "H", "H", "H", "H", "H", "H", "H", "H", "H", "H", "H"], "xyz": [[1.008611, 2.156793, 0.037776], [0.069486, 1.471614, -0.803588], [-1.209725, 1.441368, -0.092484], [0.181509, 1.249184, -1.869917], [-1.011857, 2.186515, 1.134454], [0.340054, 2.580281, 1.212919], [0.767836, 3.191245, 2.009275], [2.038511, 2.389077, -0.223315], [-2.168306, 1.238394, -0.559447], [-1.795449, 2.439576, 1.844999], [-0.247591, -0.561845, 0.270434], [-1.585983, -2.666846, -4.596624], [-2.606624, -2.350114, -4.351036], [-1.491883, -3.743450, -4.428411], [-1.420509, -2.465487, -5.655792], [-0.301354, -1.789209, -3.502231], [1.520171, -1.465319, -3.879271], [2.181823, -0.304689, -3.468108], [1.652302, 0.451991, -2.878321], [3.530141, -0.124946, -3.793251], [4.020504, 0.808220, -3.520947], [4.233875, -1.139962, -4.445930], [5.268657, -0.985938, -4.733317], [3.606693, -2.362601, -4.707485], [4.162325, -3.184623, -5.145717], [2.257610, -2.535333, -4.398421], [1.771205, -3.503186, -4.545905], [-1.139453, -0.027732, -3.799069], [-0.724947, 0.844414, -4.807129], [0.275051, 0.750194, -5.243719], [-1.594578, 1.849934, -5.278658], [-1.259636, 2.513755, -6.074626], [-2.869656, 2.009405, -4.722475], [-3.560478, 2.755329, -5.122089], [-3.246493, 1.197386, -3.649938], [-4.205530, 1.356204, -3.150857], [-2.389461, 0.190715, -3.192669], [-2.715897, -0.431883, -2.350059], [-0.555937, -1.532259, -2.016795], [0.218362, -2.888225, -2.621339], [-1.985365, -2.251757, 2.818946], [-0.669463, -1.018911, 2.616131], [-1.142471, 0.335971, 3.713005], [0.888884, -1.707067, 3.330167], [1.826333, -2.311010, 2.274882], [1.041716, -2.499895, 0.629230], [2.376760, -2.791829, -0.554426], [0.102998, -4.054299, 0.720410], [-2.893244, -1.714007, 3.139973], [-1.723509, -3.002658, 3.581487], [-2.203843, -2.748794, 1.863578], [-1.286602, -0.031064, 4.743533], [-0.370642, 1.118920, 3.704217], [-2.083054, 0.763012, 3.336074], [1.399079, -0.869154, 3.825220], [0.622729, -2.437736, 4.106581], [2.702746, -1.661478, 2.120190], [2.200092, -3.299597, 2.580849], [3.150166, -3.413055, -0.075629], [1.982109, -3.312838, -1.436957], [2.813906, -1.839578, -0.885023], [-0.445166, -4.149342, 1.667102], [-0.607993, -4.094971, -0.115746], [0.811559, -4.890906, 0.634187]], "atomic_forces_ev_per_a": [[-0.4, 0.2, 0.5], [-1.0, -0.4, -0.1], [1.1, -0.1, -0.6], [-0.1, 0.2, 0.6], [0.7, 0.3, 0.0], [-0.4, 0.1, -0.4], [-0.1, -0.3, -0.3], [-0.2, -0.2, 0.1], [0.2, 0.1, 0.0], [0.2, -0.1, -0.2], [0.2, 0.5, 0.6], [0.5, -0.8, 0.4], [0.3, 0.0, 0.1], [-0.2, 0.0, -0.2], [0.1, 0.1, 0.0], [-0.6, 1.9, -1.2], [-0.2, -0.5, 0.3], [0.2, 0.1, -0.3], [0.2, -0.2, -0.5], [-0.1, -0.2, 0.2], [0.0, -0.2, -0.1], [-0.3, -0.1, 0.1], [-0.1, 0.0, 0.1], [-0.1, 0.1, 0.1], [0.0, 0.1, 0.0], [0.4, 0.4, -0.2], [0.2, 0.3, -0.2], [-0.4, 0.3, 0.2], [-0.2, 0.3, -0.1], [-0.4, 0.0, 0.1], [0.0, -0.2, 0.3], [-0.1, -0.2, 0.1], [0.4, -0.2, -0.1], [0.3, -0.2, 0.2], [0.2, -0.1, 0.2], [0.2, -0.1, -0.2], [-0.1, 0.3, -0.1], [0.1, 0.1, -0.4], [-0.4, 0.2, 0.7], [0.1, -1.3, 0.6], [-0.4, -0.3, 0.2], [-0.3, 0.4, 0.1], [-0.1, 0.1, 0.6], [-0.2, 0.1, 0.2], [0.4, -0.2, -0.3], [0.2, 0.2, -0.8], [0.5, -0.3, 0.1], [0.1, -0.2, -0.1], [0.3, -0.3, -0.1], [-0.2, 0.2, -0.2], [0.1, 0.1, 0.4], [0.0, 0.2, -0.3], [-0.3, -0.3, 0.0], [0.3, -0.2, 0.2], [-0.2, -0.2, 0.0], [0.1, 0.2, -0.2], [-0.3, -0.2, 0.0], [0.0, 0.3, 0.0], [-0.1, 0.1, -0.3], [0.1, 0.2, 0.2], [-0.1, -0.3, 0.1], [0.2, 0.1, -0.3], [0.2, 0.0, 0.2], [-0.2, 0.1, 0.1]], "mulliken_charge": [-0.8168, -0.4234, -0.2251, 0.4577, -0.9287, -0.5724, 0.4791, 0.4694, 0.5815, 0.6671, 0.8781, -1.2976, 0.4162, 0.4055, 0.3806, 0.2763, 0.2576, 0.4509, 0.0251, -0.7270, 0.4281, -0.5331, 0.4102, -0.7022, 0.4237, -0.2919, 0.3750, 0.2151, -0.1861, 0.3821, -0.5984, 0.4037, -0.4772, 0.3904, -0.5760, 0.4120, -0.5821, 0.5189, -0.0538, -0.3799, -1.4308, 0.7549, -1.3206, -0.9033, -0.8294, 0.6627, -1.0165, -1.4020, 0.4306, 0.4021, 0.3613, 0.4487, 0.3615, 0.3085, 0.3605, 0.4609, 0.3765, 0.4436, 0.4889, 0.3209, 0.2689, 0.3744, 0.3191, 0.4262], "s2": 2.03, "multiplicity": 3, "lumo_energy_ev": [-2.336, -4.800], "charge": 1, "total_energy_ev": -55610.170}

---

Molar mass (computed, g mol⁻¹): 830.525 611.553
ΔE to the lowest compared entry with this formula, charge and spin (computed, eV): 0.000 0.000
Maximum force (computed, eV/A): 2.434 2.288